[1]
Below is CH6NOP in the gas phase, with properties calculated with wB97M-V/def2-TZVPD.

Properties
energy above the lowest of the compared OMol25 structures with the same formula, charge and spin	90.2	kJ/mol
charge	0
lowest unoccupied orbital energy	0.9898	eV
Kohn-Sham gap	9.9	eV

Last column: natural (NBO) charge in e.
CARTESIAN COORDINATES (ANGSTROEM)
C 0.753 0.912 0.106  -0.988
P -0.087 -0.514 0.938  1.172
N -1.490 -0.306 -0.460  -1.134
O 0.733 -1.829 0.319  -0.967
H 0.492 1.926 0.558  0.246
H 0.396 0.840 -0.886  0.245
H 1.803 0.711 0.219  0.222
H -1.766 0.686 -0.448  0.357
H -2.280 -0.923 -0.125  0.366
H 1.445 -1.504 -0.221  0.482

***

[2]
Below is 2 unconnected molecules or ions with the total composition CH6NOP, with properties calculated with wB97M-V/def2-TZVPD.

Properties
energy above the lowest of the compared OMol25 structures with the same formula, charge and spin	130.6	kJ/mol
charge	0
lowest unoccupied orbital energy	0.6659	eV
Kohn-Sham gap	9.8	eV

Last column: natural (NBO) charge in e.
CARTESIAN COORDINATES (ANGSTROEM)
C 3.127 -0.071 -0.301  -0.948
P 1.638 -0.498 0.291  0.974
O 0.845 0.945 0.209  -0.986
H 3.366 0.932 -0.605  0.232
H 3.888 -0.825 -0.381  0.228
H -0.059 0.919 0.529  0.500
N -3.211 -0.186 0.293  -1.073
H -2.909 0.331 -0.527  0.356
H -4.119 -0.585 0.081  0.362
H -2.566 -0.961 0.412  0.356

***

[3]
Below is 2 unconnected molecules or ions with the total composition CH6NOP, with properties calculated with wB97M-V/def2-TZVPD.

Properties
energy above the lowest of the compared OMol25 structures with the same formula, charge and spin	377.0	kJ/mol
charge	0
lowest unoccupied orbital energy (alpha / beta)	-0.9232 / -0.0749	eV
Kohn-Sham gap (alpha / beta)	9.3 / 8.1	eV

Last column: natural (NBO) charge in e.
CARTESIAN COORDINATES (ANGSTROEM)
C 0.027 -1.152 -0.470  -1.012
N 0.704 1.496 0.034  -1.190
O -1.456 0.932 -1.390  -1.010
P -0.666 0.492 -0.196  1.662
H -0.040 -1.640 -1.425  0.263
H 1.039 -0.960 -0.194  0.237
H -0.343 -1.903 0.277  0.245
H 0.682 2.467 -0.369  0.420
H 1.343 1.407 0.771  0.394
H -1.290 -1.138 2.963  -0.009

***

[4]
Below is 2 unconnected molecules or ions with the total composition CH6NOP, with properties calculated with wB97M-V/def2-TZVPD.

Properties
energy above the lowest of the compared OMol25 structures with the same formula, charge and spin	584.0	kJ/mol
charge	0
lowest unoccupied orbital energy (alpha / beta)	-0.5953 / -0.2258	eV
Kohn-Sham gap (alpha / beta)	8.3 / 8.5	eV

Last column: natural (NBO) charge in e.
CARTESIAN COORDINATES (ANGSTROEM)
C -0.150 -0.009 1.131  -0.928
N 0.373 0.600 -1.226  -1.154
O 2.023 -2.435 -0.145  -0.564
P 0.205 -0.892 -0.533  1.145
H -0.641 -0.554 2.029  0.261
H 0.888 0.295 1.423  0.239
H -0.594 0.947 0.704  0.243
H 1.066 1.234 -0.857  0.405
H 0.555 0.505 -2.188  0.389
H -1.013 -1.363 -1.075  -0.037

***

[5]
Below is CH6NOPSi in the gas phase, with properties calculated with wB97M-V/def2-TZVPD.

Properties
energy above the lowest of the compared OMol25 structures with the same formula, charge and spin	18.9	kJ/mol
charge	0
lowest unoccupied orbital energy	0.7913	eV
Kohn-Sham gap	9.1	eV

Last column: natural (NBO) charge in e.
CARTESIAN COORDINATES (ANGSTROEM)
H -1.717 0.703 2.061  -0.032
P -1.358 1.162 0.854  0.154
C -0.476 -0.247 0.523  0.204
N -0.493 -1.369 1.361  -0.846
O 0.450 -0.322 -0.448  -0.879
Si 0.978 0.737 -1.554  1.219
H 0.385 -1.912 1.254  0.370
H -1.197 -2.053 1.313  0.390
H -0.197 1.577 -1.998  -0.181
H 1.832 0.211 -2.626  -0.178
H 1.794 1.513 -0.740  -0.220

***

[6]
Below is 2 unconnected molecules or ions with the total composition CH6NOS, with properties calculated with wB97M-V/def2-TZVPD.

Properties
energy above the lowest of the compared OMol25 structures with the same formula, charge and spin	32.9	kJ/mol
charge	-1
lowest unoccupied orbital energy	4.3595	eV
Kohn-Sham gap	7.5	eV

Last column: natural (NBO) charge in e.
CARTESIAN COORDINATES (ANGSTROEM)
S -2.499 -0.296 0.184  -0.981
H -3.059 -1.131 1.062  0.094
N 0.880 -0.621 -0.778  -0.872
C 1.106 0.623 -0.066  0.114
O 0.052 1.184 0.644  -0.813
H 0.785 -1.385 -0.124  0.353
H 0.086 -0.690 -1.389  0.372
H 1.970 0.329 0.559  0.116
H 1.449 1.398 -0.752  0.127
H -0.770 0.588 0.661  0.492

***

[7]
Below is CH6NP in the gas phase, with properties calculated with wB97M-V/def2-TZVPD.

Properties
energy above the lowest of the compared OMol25 structures with the same formula, charge and spin	63.2	kJ/mol
charge	0
lowest unoccupied orbital energy	1.1497	eV
Kohn-Sham gap	9.8	eV

Last column: natural (NBO) charge in e.
CARTESIAN COORDINATES (ANGSTROEM)
C 1.290 0.117 -0.102  -0.904
P -0.253 -0.872 -0.503  0.644
N -1.461 0.201 0.497  -1.078
H 0.826 1.034 -0.207  0.234
H 2.044 -0.174 -0.780  0.231
H 1.594 -0.118 1.022  0.221
H -0.552 -0.031 -1.594  -0.064
H -1.155 0.048 1.407  0.353
H -2.334 -0.205 0.259  0.364

***

[8]
Below is CH6NPS in the gas phase, with properties calculated with wB97M-V/def2-TZVPD.

Properties
energy above the lowest of the compared OMol25 structures with the same formula, charge and spin	56.1	kJ/mol
charge	0
lowest unoccupied orbital energy	1.0316	eV
Kohn-Sham gap	9.8	eV

Last column: natural (NBO) charge in e.
CARTESIAN COORDINATES (ANGSTROEM)
C 0.108 -0.378 -1.667  -0.731
S 1.030 -1.113 -0.300  -0.084
P 0.896 0.211 1.266  0.605
N -0.863 0.237 1.607  -1.135
H 0.039 0.687 -1.326  0.227
H 0.644 -0.379 -2.617  0.225
H -0.788 -0.914 -1.772  0.222
H 0.928 1.290 0.436  -0.079
H -1.041 1.039 2.285  0.378
H -0.954 -0.679 2.088  0.373

***

[9]
Below is 2 unconnected molecules or ions with the total composition CH6NS, with properties calculated with wB97M-V/def2-TZVPD.

Properties
energy above the lowest of the compared OMol25 structures with the same formula, charge and spin	21.6	kJ/mol
charge	-1
lowest unoccupied orbital energy	4.0581	eV
Kohn-Sham gap	6.6	eV

Last column: natural (NBO) charge in e.
CARTESIAN COORDINATES (ANGSTROEM)
S 1.648 -2.800 -0.732  -1.076
H 2.916 -2.447 -1.092  0.088
C -0.575 1.203 0.605  -0.400
N -0.775 0.231 -0.418  -0.878
H -0.621 2.245 0.251  0.150
H 0.454 1.103 0.950  0.201
H -1.253 1.154 1.465  0.152
H -0.118 -0.538 -0.463  0.417
H -1.675 -0.150 -0.566  0.346

***

[10]
Below is 2 unconnected molecules or ions with the total composition CH6NS, with properties calculated with wB97M-V/def2-TZVPD.

Properties
energy above the lowest of the compared OMol25 structures with the same formula, charge and spin	13.1	kJ/mol
charge	-1
lowest unoccupied orbital energy	4.1607	eV
Kohn-Sham gap	6.7	eV

Last column: natural (NBO) charge in e.
CARTESIAN COORDINATES (ANGSTROEM)
S 0.552 2.353 -2.112  -1.073
H 1.360 2.890 -1.182  0.080
C -0.568 -1.190 0.338  -0.409
N 0.329 -0.225 0.961  -0.852
H -0.072 -2.174 0.317  0.163
H -1.504 -1.319 0.871  0.171
H -0.870 -1.025 -0.707  0.184
H -0.197 0.581 1.263  0.354
H 0.969 0.107 0.252  0.383

***

[11]
Below is a gas-phase ion, CH6NS (charge +1), with properties calculated with wB97M-V/def2-TZVPD.

Properties
energy above the lowest of the compared OMol25 structures with the same formula, charge and spin	44.6	kJ/mol
charge	+1
lowest unoccupied orbital energy	-4.1462	eV
Kohn-Sham gap	10.3	eV

Last column: natural (NBO) charge in e.
CARTESIAN COORDINATES (ANGSTROEM)
N -0.890 -0.506 -0.084  -0.690
C 0.227 0.191 0.583  -0.319
S 1.939 0.082 -0.480  0.016
H -1.301 -1.332 0.294  0.450
H -0.578 -0.770 -1.036  0.465
H -1.636 0.168 -0.111  0.446
H -0.055 1.214 0.439  0.236
H 0.544 -0.163 1.563  0.273
H 1.749 1.115 -1.169  0.122

***

[12]
Below is 2 unconnected molecules or ions with the total composition CH6O, with properties calculated with wB97M-V/def2-TZVPD.

Properties
energy above the lowest of the compared OMol25 structures with the same formula, charge and spin	11.4	kJ/mol
charge	0
lowest unoccupied orbital energy	0.9040	eV
Kohn-Sham gap	12.4	eV

Last column: natural (NBO) charge in e.
CARTESIAN COORDINATES (ANGSTROEM)
C -0.619 0.658 -1.494  -0.854
H -1.688 0.644 -1.284  0.210
H -0.158 1.298 -0.739  0.204
H -0.377 1.220 -2.394  0.212
H -0.332 -0.388 -1.511  0.226
O 0.642 -0.796 1.464  -0.939
H 1.210 0.000 1.329  0.470
H -0.156 -0.463 1.901  0.469

***

[13]
Below is 2 unconnected molecules or ions with the total composition CH6O2, with properties calculated with wB97M-V/def2-TZVPD.

Properties
energy above the lowest of the compared OMol25 structures with the same formula, charge and spin	145.8	kJ/mol
charge	0
lowest unoccupied orbital energy	0.2602	eV
Kohn-Sham gap	10.0	eV

Last column: natural (NBO) charge in e.
CARTESIAN COORDINATES (ANGSTROEM)
C 0.099 0.032 -1.445  -0.246
O -0.033 -1.069 -0.511  -0.770
H 0.062 -0.519 -2.429  0.184
H -0.635 0.841 -1.425  0.173
H 1.208 0.492 -1.349  0.156
H -0.324 -0.835 0.504  0.487
O -0.013 0.662 1.891  -0.937
H -0.942 0.500 2.207  0.473
H 0.578 -0.104 2.557  0.479

***

[14]
Below is 2 unconnected molecules or ions with the total composition CH6O2Si, with properties calculated with wB97M-V/def2-TZVPD.

Properties
energy above the lowest of the compared OMol25 structures with the same formula, charge and spin	377.3	kJ/mol
charge	0
lowest unoccupied orbital energy (alpha / beta)	-0.2938 / -0.6202	eV
Kohn-Sham gap (alpha / beta)	9.2 / 6.6	eV

Last column: natural (NBO) charge in e.
CARTESIAN COORDINATES (ANGSTROEM)
C 0.933 -0.544 0.840  -1.163
O -1.512 -1.385 0.101  -1.118
O -1.645 1.236 0.378  -1.111
Si -0.681 -0.028 -0.033  1.877
H 0.733 -1.509 1.394  0.267
H 1.907 -0.552 0.314  0.268
H 0.965 0.408 1.502  0.243
H -2.343 -1.507 -0.357  0.515
H -1.963 1.747 -0.330  0.520
H -1.132 1.407 -2.715  -0.298

***

[15]
Below is 2 unconnected molecules or ions with the total composition CH6OS, with properties calculated with wB97M-V/def2-TZVPD.

Properties
energy above the lowest of the compared OMol25 structures with the same formula, charge and spin	57.6	kJ/mol
charge	0
lowest unoccupied orbital energy	0.7821	eV
Kohn-Sham gap	10.5	eV

Last column: natural (NBO) charge in e.
CARTESIAN COORDINATES (ANGSTROEM)
C 1.827 -1.246 0.326  -0.253
O 0.742 -2.206 0.357  -0.728
H 1.357 -0.324 0.067  0.182
H 2.172 -1.089 1.348  0.167
H 2.580 -1.557 -0.395  0.171
H 1.126 -3.083 0.445  0.460
S -3.407 3.714 -0.915  -0.288
H -2.336 2.935 -1.110  0.144
H -4.061 2.855 -0.124  0.144

***

[16]
Below is 2 unconnected molecules or ions with the total composition CH6OS, with properties calculated with wB97M-V/def2-TZVPD.

Properties
energy above the lowest of the compared OMol25 structures with the same formula, charge and spin	60.8	kJ/mol
charge	0
lowest unoccupied orbital energy	0.8946	eV
Kohn-Sham gap	10.5	eV

Last column: natural (NBO) charge in e.
CARTESIAN COORDINATES (ANGSTROEM)
C -3.091 0.087 -1.019  -0.246
O -1.895 -0.570 -0.575  -0.720
H -2.946 0.349 -2.052  0.189
H -3.945 -0.585 -0.885  0.156
H -3.340 0.882 -0.348  0.162
H -2.073 -0.886 0.320  0.459
S 2.479 0.201 0.701  -0.278
H 2.407 -0.088 2.002  0.138
H 3.455 1.107 0.824  0.140

***

[17]
Below is 2 unconnected molecules or ions with the total composition CH6OS2, with properties calculated with wB97M-V/def2-TZVPD.

Properties
energy above the lowest of the compared OMol25 structures with the same formula, charge and spin	74.3	kJ/mol
charge	0
lowest unoccupied orbital energy	0.2146	eV
Kohn-Sham gap	9.1	eV

Last column: natural (NBO) charge in e.
CARTESIAN COORDINATES (ANGSTROEM)
C 1.804 1.278 -0.669  -0.245
O 1.445 0.744 0.591  -0.725
H 2.535 0.640 -1.164  0.167
H 0.922 1.402 -1.308  0.156
H 2.190 2.292 -0.499  0.182
H 1.390 -0.222 0.530  0.467
S -3.410 -2.222 0.555  -0.131
S -1.548 -1.230 0.496  -0.141
H -3.372 -2.336 1.887  0.134
H -1.956 -0.346 -0.420  0.136

***

[18]
Below is 2 unconnected molecules or ions with the total composition CH6S, with properties calculated with wB97M-V/def2-TZVPD.

Properties
energy above the lowest of the compared OMol25 structures with the same formula, charge and spin	49.9	kJ/mol
charge	0
lowest unoccupied orbital energy	0.8645	eV
Kohn-Sham gap	10.7	eV

Last column: natural (NBO) charge in e.
CARTESIAN COORDINATES (ANGSTROEM)
C 0.798 0.331 2.413  -0.862
H 0.562 1.410 2.655  0.211
H 1.603 0.236 1.681  0.222
H 1.106 -0.127 3.381  0.216
H -0.211 -0.021 2.070  0.211
S -0.376 -0.298 -1.377  -0.302
H -1.038 0.405 -0.376  0.155
H -0.801 0.887 -1.858  0.148

***

[19]
Below is 2 unconnected molecules or ions with the total composition CH6S3, with properties calculated with wB97M-V/def2-TZVPD.

Properties
energy above the lowest of the compared OMol25 structures with the same formula, charge and spin	103.8	kJ/mol
charge	0
lowest unoccupied orbital energy	0.2460	eV
Kohn-Sham gap	9.5	eV

Last column: natural (NBO) charge in e.
CARTESIAN COORDINATES (ANGSTROEM)
C -0.948 -1.655 0.050  -0.703
S -2.129 -2.930 0.846  -0.082
H -0.616 -0.906 0.784  0.215
H -1.337 -1.176 -0.761  0.203
H 0.092 -1.992 -0.290  0.220
H -1.648 -3.937 -0.049  0.144
S 2.045 1.255 -0.645  -0.153
S 0.461 2.500 -0.205  -0.134
H 2.725 2.498 -1.022  0.166
H 0.429 2.245 1.095  0.124

***

[20]
Below is 2 unconnected molecules or ions with the total composition CH6S4, with properties calculated with wB97M-V/def2-TZVPD.

Properties
energy above the lowest of the compared OMol25 structures with the same formula, charge and spin	47.9	kJ/mol
charge	0
lowest unoccupied orbital energy	0.2328	eV
Kohn-Sham gap	8.6	eV

Last column: natural (NBO) charge in e.
CARTESIAN COORDINATES (ANGSTROEM)
C -2.182 0.140 1.838  -0.730
S -2.281 1.210 0.347  0.081
S -1.805 -0.271 -1.143  -0.150
H -1.245 -0.399 1.907  0.216
H -3.040 -0.522 1.833  0.222
H -2.184 0.830 2.679  0.234
H -1.401 -1.151 -0.215  0.127
S 4.536 0.548 -1.835  -0.130
S 2.901 -0.295 -0.913  -0.120
H 3.931 1.284 -2.797  0.126
H 2.770 -1.375 -1.701  0.124